Entry 1:
Below is C28H45BrN2O4P2STl as an isolated structure at a distorted geometry, with properties calculated with wB97M-V/def2-TZVPD.

Structure (XYZ):
```
84
Properties=species:S:1:pos:R:3:forces:R:3:mulliken_charge:R:1
C 1.089 -1.571 2.495 -0.3 0.5 0.3 -0.51
O 2.400 -1.274 2.915 0.1 -0.2 -0.5 -0.29
C 3.218 -2.423 3.086 0.9 -0.7 0.2 -0.50
C 4.691 -2.092 2.836 -0.8 1.3 -0.4 -1.30
C 4.899 -1.491 1.426 -0.7 -0.5 0.2 -0.09
C 4.623 -2.492 0.276 0.8 -0.3 0.4 -0.05
C 5.748 -2.563 -0.782 -0.5 -0.1 0.4 -1.36
C 5.685 -1.489 -1.878 0.4 -0.5 -0.1 -0.62
C 4.357 -1.422 -2.674 0.5 0.4 0.1 -0.59
C 3.726 -0.008 -2.685 0.1 -1.2 0.1 -1.25
C 3.658 0.607 -1.268 -0.5 0.8 -0.6 0.75
C 2.293 1.046 -0.757 0.9 -0.7 0.3 0.20
C 2.153 2.292 -0.146 -0.1 1.0 -0.2 0.20
P 3.509 3.455 0.122 0.4 -1.8 -1.2 0.96
C 3.923 4.349 -1.434 -0.5 0.8 1.1 -0.93
O 4.825 2.709 0.561 -0.5 0.6 0.3 -0.48
C 0.941 2.766 0.390 -0.4 0.9 -0.1 0.14
C 0.894 4.069 1.067 -0.2 -0.2 0.9 -2.24
C 1.497 3.924 2.518 0.7 -0.5 0.3 0.30
O 2.389 3.146 2.772 -0.5 1.1 -0.7 -0.34
C -0.241 1.993 0.307 1.0 1.2 0.2 0.46
N -1.373 2.506 0.856 -0.1 -1.3 -0.5 -0.42
C -2.391 1.706 0.715 -1.4 0.1 1.1 0.22
P -3.990 2.315 1.446 -0.3 1.2 0.0 0.27
S -4.824 3.688 0.383 0.0 -0.3 -0.2 -0.31
C -2.339 0.430 0.052 0.5 -0.2 -0.3 0.03
O -3.447 -0.300 -0.078 -0.2 0.5 -0.1 -0.18
C -4.157 -0.020 -1.343 -0.8 -0.1 -0.7 -0.74
C -5.653 0.296 -1.192 -0.8 0.0 0.0 1.19
C -6.098 1.422 -2.155 0.5 0.0 0.0 -1.88
C -6.602 -0.901 -1.468 0.6 0.2 0.5 -1.87
C -6.464 -2.163 -0.574 -1.2 -0.1 0.0 0.87
C -6.022 -1.876 0.883 0.2 -1.1 -0.6 -0.98
C -7.899 -2.782 -0.536 0.4 0.8 0.2 -1.07
N -1.215 -0.045 -0.425 -0.2 0.3 0.2 -0.57
C -0.143 0.759 -0.293 -0.2 -1.0 -0.4 -0.38
C 1.135 0.286 -0.807 -0.2 -0.6 0.1 1.73
Br 1.109 -1.415 -1.536 0.0 0.3 0.1 0.14
H 0.877 -1.148 1.501 0.2 -0.1 0.0 0.06
H 0.894 -2.644 2.463 -0.1 0.1 0.1 0.40
H 0.391 -1.075 3.181 0.0 -0.3 0.0 0.30
H 2.951 -3.239 2.402 -0.4 0.2 0.0 0.39
H 3.123 -2.792 4.114 -0.2 0.0 -0.1 0.38
H 5.329 -2.957 3.010 -0.1 0.0 0.1 0.37
H 4.927 -1.274 3.525 0.3 -0.4 0.2 0.41
H 5.912 -1.080 1.414 -0.1 0.1 -0.4 0.64
H 4.149 -0.690 1.370 0.4 0.3 0.0 -0.27
H 4.565 -3.487 0.732 0.0 0.1 -0.1 0.74
H 3.636 -2.340 -0.173 0.1 0.1 0.0 -0.11
H 5.761 -3.580 -1.184 -0.1 0.2 -0.3 0.36
H 6.691 -2.469 -0.235 0.0 0.0 -0.2 0.44
H 6.483 -1.722 -2.587 0.0 0.2 0.1 0.49
H 5.978 -0.540 -1.413 -0.2 0.1 -0.2 0.29
H 4.571 -1.682 -3.712 -0.2 -0.1 0.1 0.50
H 3.675 -2.174 -2.282 -0.1 0.1 -0.1 0.15
H 2.738 -0.073 -3.143 0.1 0.2 0.0 0.45
H 4.342 0.576 -3.371 -0.1 0.4 0.3 0.43
H 4.259 1.515 -1.303 0.1 -0.2 0.1 0.05
H 4.108 -0.020 -0.493 0.0 -0.1 -0.2 -0.82
H 4.270 5.342 -1.141 0.2 0.0 -0.3 0.48
H 2.983 4.448 -1.979 0.1 -0.1 -0.1 0.40
H 4.702 3.816 -1.984 -0.1 -0.2 0.2 0.35
H 4.725 2.196 1.386 0.2 -0.2 0.0 0.43
H -0.128 4.430 1.179 0.0 0.0 -0.2 0.50
H 1.456 4.849 0.512 0.4 -0.1 0.2 0.44
H 1.063 4.549 3.321 -0.1 -0.1 -0.3 0.45
H -3.587 2.837 2.696 0.2 -0.6 -0.1 0.14
H -4.768 1.180 1.742 0.4 -0.1 0.1 0.02
H -4.060 -0.899 -1.984 0.3 0.0 0.2 0.30
H -3.686 0.824 -1.852 0.2 -0.1 0.2 0.51
H -5.900 0.665 -0.193 0.5 0.0 0.1 -0.03
H -5.333 2.194 -2.244 0.0 0.0 0.0 0.47
H -6.298 1.014 -3.148 -0.1 0.1 0.0 0.42
H -6.982 1.931 -1.772 -0.1 -0.2 -0.1 0.40
H -7.617 -0.514 -1.333 0.1 0.0 -0.1 0.51
H -6.496 -1.159 -2.526 -0.1 -0.2 0.1 0.45
H -5.826 -2.895 -1.080 0.3 0.2 0.3 0.40
H -4.964 -2.112 1.005 0.0 0.5 0.1 0.24
H -6.541 -2.584 1.543 0.0 0.3 0.2 0.34
H -6.278 -0.881 1.234 0.1 0.0 0.0 -0.01
H -8.331 -2.844 -1.535 0.0 -0.4 0.1 0.47
H -8.518 -2.094 0.048 -0.1 -0.2 0.0 0.53
H -7.955 -3.779 -0.008 -0.6 1.6 -1.6 -0.27
Tl -7.191 -5.054 1.222 0.6 -1.5 1.2 0.91
```
Forces are in eV/Å.

The calculation puts the HOMO-LUMO gap at 2.72 eV. The calculation puts the HOMO energy at -15.327 eV. For the total energy, the calculation gives -145054.384 eV. The net charge is +3.



Entry 2:
Below is a 2-piece molecular cluster, C28H45Cl4F3N2O5PSSi2 overall, with properties calculated with wB97M-V/def2-TZVPD.

Structure (XYZ):
```
91
Properties=species:S:1:pos:R:3:forces:R:3:mulliken_charge:R:1
C -0.314 3.320 2.079 0.3 0.1 0.3 -1.31
C 1.107 2.906 1.635 -0.5 -0.3 0.1 -0.49
P 1.285 1.670 0.262 0.5 0.1 -0.4 -0.19
C -0.217 1.989 -0.764 -0.1 -0.2 -0.5 0.32
C 0.151 2.055 -2.263 0.0 0.4 0.1 -1.30
C 1.135 0.006 1.264 -0.2 0.1 0.0 2.04
C 2.331 0.044 2.231 -0.2 0.2 0.2 -2.77
O 3.453 0.728 1.648 0.4 -0.2 0.1 -0.27
C 4.508 0.917 2.457 0.0 0.1 -0.1 0.98
F 5.495 1.466 1.741 -0.4 -0.2 0.3 -0.28
F 4.220 1.744 3.492 0.1 -0.3 -0.3 -0.27
F 4.965 -0.234 3.001 0.0 0.3 -0.1 -0.21
C -0.093 0.066 2.218 0.2 -0.4 0.3 -0.88
C -0.216 -0.936 3.382 -0.2 0.1 0.3 -1.14
C -0.358 -0.216 4.731 0.2 0.0 -0.4 -0.44
C -0.224 -1.152 5.905 0.1 0.2 0.0 -0.31
O -0.729 -2.243 5.941 -0.3 0.0 0.1 -0.59
N 0.504 -0.614 7.001 -0.2 -0.4 0.0 -0.19
C 1.928 -0.708 6.876 -0.1 0.3 -0.1 0.15
C 2.536 -1.562 5.963 -0.2 0.0 -0.1 -0.14
C 3.915 -1.639 5.900 0.1 0.0 -0.2 -0.55
C 4.701 -0.877 6.744 0.1 0.0 0.0 -0.61
C 4.092 -0.014 7.643 0.2 -0.1 0.0 -0.50
C 2.716 0.075 7.704 0.0 0.2 0.2 -0.40
O -1.327 0.158 1.487 0.0 0.2 -0.1 -0.32
S -1.806 -1.010 0.527 -0.1 -0.3 -0.3 1.11
O -2.662 -0.382 -0.421 0.1 -0.2 0.4 -0.49
O -2.265 -2.125 1.284 0.0 0.1 0.1 -0.67
C -0.267 -1.371 -0.384 0.4 0.2 0.0 0.33
Cl -0.481 -2.854 -1.294 -0.1 -0.2 -0.1 -0.04
C 1.135 -1.267 0.322 -0.5 0.1 0.1 1.15
Cl 2.209 -0.982 -1.104 0.1 0.0 0.0 0.00
C 1.569 -2.574 1.007 0.4 -0.1 0.0 -0.53
Cl 0.300 -3.546 1.642 -0.2 -0.1 0.2 -0.03
C 2.828 -3.015 1.165 -0.1 0.5 -0.2 0.72
C 4.124 -2.388 0.742 0.2 -0.2 0.1 -1.32
Cl 3.112 -4.523 1.959 0.0 -0.3 0.1 -0.22
H -1.081 2.622 1.754 -0.1 0.1 -0.1 0.34
H -0.553 4.319 1.721 -0.2 0.0 -0.2 0.30
H -0.366 3.375 3.169 0.0 0.0 0.0 0.38
H 1.660 3.768 1.268 0.1 0.1 0.1 0.67
H 1.664 2.520 2.489 0.2 0.2 0.0 0.14
H -1.021 1.277 -0.649 -0.2 0.0 0.2 -0.17
H -0.649 2.945 -0.468 0.2 0.0 0.2 0.68
H -0.176 1.171 -2.800 0.1 -0.2 0.0 0.01
H 1.220 2.211 -2.408 0.0 -0.1 0.0 0.41
H -0.353 2.902 -2.728 -0.1 -0.1 -0.1 0.48
H 2.035 0.597 3.126 0.0 0.0 0.0 0.94
H 2.626 -0.949 2.558 0.1 -0.1 -0.1 0.50
H -0.008 1.044 2.685 -0.2 0.0 -0.1 0.42
H -1.101 -1.550 3.240 0.1 -0.1 -0.1 0.72
H 0.620 -1.627 3.438 0.2 0.0 -0.1 -0.20
H 0.351 0.607 4.832 0.1 0.0 0.1 0.36
H -1.355 0.229 4.800 0.0 0.0 0.1 0.41
H 0.195 -1.078 7.849 0.1 -0.1 0.0 0.38
H 1.947 -2.191 5.308 -0.1 -0.1 0.1 0.45
H 4.364 -2.313 5.183 0.1 0.0 0.0 0.43
H 5.777 -0.962 6.692 0.0 0.1 0.0 0.41
H 4.696 0.593 8.303 0.0 0.0 0.0 0.39
H 2.252 0.760 8.400 -0.1 0.0 0.0 0.44
H -0.266 -0.590 -1.140 -0.1 0.1 0.1 -0.31
H 4.461 -2.835 -0.194 0.0 0.0 -0.1 0.31
H 4.881 -2.618 1.491 0.0 0.0 0.1 0.44
H 4.080 -1.316 0.623 -0.1 0.1 -0.1 0.22
C -3.206 2.350 -8.492 0.0 -0.2 -0.2 -1.04
Si -3.189 0.779 -7.428 -0.1 0.4 0.4 0.14
C -1.523 -0.070 -7.798 -0.1 0.0 -0.3 -1.07
C -4.521 -0.359 -8.175 0.1 0.0 -0.2 -1.07
N -3.426 1.186 -5.833 0.1 -0.5 0.0 -0.05
Si -3.497 0.193 -4.498 0.0 0.6 -0.4 -0.12
C -1.900 -0.797 -4.167 -0.2 -0.2 0.3 -0.61
C -4.912 -1.078 -4.527 0.1 -0.1 0.3 -1.10
C -3.760 1.209 -2.924 0.0 -0.2 0.0 -0.58
H -3.056 2.135 -9.558 0.0 0.0 0.0 0.27
H -4.164 2.863 -8.380 0.0 0.0 0.0 0.25
H -2.414 3.028 -8.167 0.0 0.0 0.0 0.25
H -1.310 -0.102 -8.874 0.0 0.0 0.0 0.35
H -1.512 -1.101 -7.433 0.0 0.0 0.1 0.29
H -0.712 0.475 -7.309 0.0 0.0 0.0 0.25
H -5.514 0.015 -7.918 0.0 0.0 0.0 0.27
H -4.431 -1.380 -7.795 0.0 0.0 0.1 0.30
H -4.448 -0.409 -9.268 0.0 0.0 0.0 0.34
H -1.773 -1.615 -4.882 0.0 0.0 0.0 0.48
H -1.903 -1.235 -3.158 0.0 0.0 -0.1 -0.12
H -1.034 -0.139 -4.255 0.1 0.0 -0.1 0.27
H -5.844 -0.585 -4.811 0.0 0.0 0.0 0.28
H -5.060 -1.545 -3.545 0.0 0.0 0.0 0.34
H -4.716 -1.881 -5.243 0.0 0.0 -0.1 0.30
H -4.692 1.776 -2.986 0.0 0.0 0.0 0.38
H -2.936 1.916 -2.785 0.0 0.0 0.0 0.07
H -3.804 0.547 -2.058 -0.1 0.2 0.0 0.06
```
Forces are in eV/Å.

The calculation puts the HOMO-LUMO gap at 5.33 eV. The calculation puts the HOMO energy at -3.599 eV. For the total energy, the calculation gives -137108.371 eV. The net charge is -1.



Entry 3:
Below is C28H45CrN5O4P3 as an isolated structure, with properties calculated with wB97M-V/def2-TZVPD.

Structure (XYZ):
```
86
Properties=species:S:1:pos:R:3:forces:R:3:lowdin_spin:R:1
Cr 0.404 -0.220 -0.210 0.5 -0.2 -0.6 3.76
C -3.944 -3.207 -2.771 0.0 0.0 0.0 0.00
N -2.544 -3.265 -2.375 -0.1 0.1 0.0 0.00
C -2.078 -4.579 -1.933 0.0 0.0 -0.1 0.00
P -1.496 -2.030 -2.303 0.0 -0.1 0.1 0.01
O -0.697 -1.963 -1.050 0.1 0.3 0.0 0.03
O -2.526 -0.761 -2.429 0.1 0.0 0.0 0.00
P -2.193 0.669 -1.764 0.1 0.1 0.0 0.00
O -0.707 0.851 -1.645 -0.1 -0.2 0.3 0.04
N -2.923 1.725 -2.754 0.0 -0.1 -0.1 0.00
C -2.575 3.136 -2.576 -0.1 0.0 0.0 0.00
C -3.537 1.394 -4.035 0.0 0.0 0.0 0.00
N -2.945 0.759 -0.307 0.0 -0.1 -0.1 0.00
C -2.454 -0.023 0.834 0.1 0.1 -0.1 0.02
C -4.409 0.853 -0.287 0.0 0.0 0.0 0.00
N -0.554 -2.018 -3.636 0.0 0.0 0.0 0.00
C -1.212 -2.013 -4.937 0.0 0.0 0.0 0.00
C 0.787 -1.440 -3.631 0.0 0.0 0.0 0.00
H -4.136 -3.947 -3.551 0.0 0.0 0.0 0.00
H -4.202 -2.225 -3.156 0.0 0.0 0.0 0.00
H -4.594 -3.428 -1.921 0.0 0.0 0.0 0.00
H -2.221 -5.314 -2.728 0.0 0.0 0.0 0.00
H -2.635 -4.897 -1.050 0.0 0.0 0.0 0.00
H -1.023 -4.544 -1.674 0.0 0.0 0.0 0.00
H -2.258 3.323 -1.551 0.0 0.0 0.0 0.00
H -3.455 3.749 -2.775 0.0 0.0 0.0 0.00
H -1.772 3.433 -3.254 0.0 0.0 0.0 0.00
H -3.821 0.348 -4.067 0.0 0.0 0.0 0.00
H -2.858 1.603 -4.866 0.0 0.0 0.0 0.00
H -4.436 1.999 -4.165 0.0 0.0 0.0 0.00
H -1.369 -0.160 0.820 -0.3 0.1 0.2 0.01
H -2.892 -1.024 0.847 0.0 0.0 0.0 0.00
H -2.695 0.497 1.762 0.0 0.0 0.0 0.00
H -4.762 1.494 -1.090 0.0 0.0 0.0 0.00
H -4.715 1.289 0.664 0.0 0.0 0.0 0.00
H -4.872 -0.135 -0.380 0.0 0.0 0.0 0.00
H -2.144 -2.575 -4.897 0.0 0.0 0.0 0.00
H -0.564 -2.492 -5.671 0.0 0.0 0.0 0.00
H -1.426 -0.993 -5.274 0.0 0.0 0.0 0.00
H 1.236 -1.537 -2.647 0.0 0.0 0.0 0.00
H 0.770 -0.384 -3.918 0.0 0.0 0.0 0.00
H 1.404 -1.990 -4.343 0.0 0.0 0.0 0.00
N 1.140 -0.894 1.451 0.0 0.0 0.2 0.04
P 1.480 0.217 2.484 0.0 0.0 0.0 0.01
C 0.091 0.781 3.517 -0.1 0.0 0.0 0.00
C -0.709 -0.223 4.067 0.0 0.0 0.0 0.00
C -1.815 0.103 4.834 0.0 0.0 0.0 0.00
C -2.140 1.438 5.052 0.0 0.0 0.0 0.00
C -1.350 2.440 4.511 0.0 0.0 0.0 0.00
C -0.235 2.114 3.747 0.0 0.0 0.1 0.00
C 2.762 -0.222 3.670 0.1 0.0 0.0 0.00
C 3.345 -1.480 3.570 0.0 0.0 0.0 0.00
C 4.331 -1.857 4.471 0.0 0.0 0.0 0.00
C 4.737 -0.977 5.463 0.0 0.0 0.0 0.00
C 4.154 0.281 5.567 0.0 0.0 0.0 0.00
C 3.162 0.657 4.676 0.0 0.0 0.0 0.00
C 2.035 1.729 1.617 -0.2 0.0 0.0 0.01
C 3.358 2.142 1.524 0.0 0.0 0.0 0.00
C 3.720 3.127 0.611 0.0 0.0 0.0 0.00
C 2.772 3.693 -0.229 0.0 0.0 0.0 0.00
C 1.444 3.297 -0.139 0.1 0.0 0.0 0.01
C 1.081 2.332 0.787 -0.1 0.0 0.1 0.01
H -0.462 -1.262 3.878 0.0 0.0 0.0 0.00
H -2.425 -0.680 5.266 0.0 0.0 0.0 0.00
H -3.003 1.694 5.652 0.0 0.0 0.0 0.00
H -1.597 3.479 4.688 0.0 0.0 0.0 0.00
H 0.381 2.905 3.339 0.0 0.0 0.0 0.00
H 3.007 -2.148 2.786 0.0 0.0 0.0 0.00
H 4.782 -2.838 4.403 0.0 0.0 0.0 0.00
H 5.507 -1.271 6.164 0.0 0.0 0.0 0.00
H 4.469 0.962 6.347 0.0 0.0 0.0 0.00
H 2.692 1.630 4.767 0.0 0.0 0.0 0.00
H 4.111 1.689 2.157 0.0 0.0 0.0 0.00
H 4.752 3.447 0.551 0.0 0.0 0.0 0.00
H 3.064 4.451 -0.944 0.0 0.0 0.0 0.00
H 0.694 3.741 -0.781 0.0 0.0 0.0 0.00
H 0.023 2.093 0.923 0.1 0.0 -0.1 0.00
C 4.615 -1.300 -1.818 0.0 0.0 0.0 0.00
C 3.685 -0.117 -1.662 0.0 0.1 0.0 0.00
O 2.545 -0.449 -0.862 -0.2 0.0 -0.1 0.03
H 5.430 -1.053 -2.499 0.0 0.0 0.0 0.00
H 4.079 -2.162 -2.217 0.0 0.0 0.0 0.00
H 5.053 -1.581 -0.859 0.0 0.0 0.0 0.00
H 3.289 0.204 -2.626 0.0 0.0 0.0 0.00
H 4.199 0.736 -1.212 0.0 0.0 0.0 0.00
H 2.790 -0.825 0.002 -0.1 0.0 0.1 0.00
```
Forces are in eV/Å.

The calculation puts the HOMO-LUMO gap (spin up / spin down) at 8.05 / 8.69 eV. The calculation puts the HOMO energy (spin up / spin down) at -9.769 / -10.401 eV. For the total energy, the calculation gives -101695.478 eV. The net charge is +1. The spin multiplicity is 5. As for the energy relative to the best compared isomer or geometry (same formula, charge and spin): 0.497 eV.



M values, unit g mol⁻¹, following the record order: 851.98 807.70 660.62.